# 1
{
  "formula": "C7H10INO2",
  "method": "the ωB97M-V functional and the def2-TZVPD basis",
  "smiles": "CO[C@@H]1CC=CC(I)=N1.C=O",
  "homo_lumo_gap_ev": 9.2225,
  "species": ["C", "C", "C", "C", "C", "C", "C", "N", "O", "O", "I", "H", "H", "H", "H", "H", "H", "H", "H", "H", "H"],
  "coordinates": [[0.010, 1.034, 1.774], [-1.257, 1.098, 1.444], [0.375, -0.603, 0.041], [0.877, -0.108, 1.295], [-1.728, 0.024, 0.514], [0.846, -2.213, -1.656], [0.103, 1.814, -1.052], [-0.990, -0.833, -0.123], [1.243, -1.495, -0.512], [-1.121, 1.795, -1.125], [-3.782, -0.023, 0.185], [0.580, 1.738, 2.415], [-2.014, 1.690, 1.964], [2.013, 0.250, 1.415], [0.778, -0.935, 2.189], [1.678, -3.002, -1.728], [0.689, -1.615, -2.550], [-0.019, -2.893, -1.456], [0.431, 0.336, -0.752], [0.689, 2.304, -0.250], [0.599, 1.637, -2.031]],
  "atomic_forces_ev_per_a": [[2.1, 0.3, 0.8], [-1.4, -1.1, 0.2], [0.7, 1.5, -3.5], [2.1, 0.1, 5.0], [0.5, -0.5, -0.6], [0.7, -3.0, 0.7], [-0.8, 0.9, -2.0], [-1.6, 0.8, 1.7], [0.3, -1.0, 0.3], [0.1, 0.4, 0.6], [-0.2, -0.1, 0.0], [-1.1, -0.4, -0.1], [0.4, 0.2, -0.6], [-2.4, -1.1, -1.1], [0.3, 1.5, -2.2], [-0.9, 1.5, -0.6], [0.1, 0.1, 0.0], [0.2, 1.0, -0.2], [0.4, -1.0, 1.1], [-0.2, -0.3, -0.1], [0.6, 0.0, 0.5]]
}


# 2
{
  "formula": "C7H10N",
  "method": "the ωB97M-V functional and the def2-TZVPD basis",
  "total_charge": 1,
  "smiles": "CC[C@H]1C[C@@]12[C@H]1C=[N+]12",
  "homo_lumo_gap_ev": 9.6550,
  "species": ["C", "C", "C", "C", "C", "C", "C", "N", "H", "H", "H", "H", "H", "H", "H", "H", "H", "H"],
  "coordinates": [[-1.237, -0.115, -2.272], [1.335, 1.374, -0.156], [0.176, -0.331, -1.969], [0.208, 0.778, 0.645], [0.257, 0.611, -0.894], [-0.886, -1.300, 1.561], [0.402, -0.411, 1.556], [-0.833, 1.026, -1.841], [-2.067, -0.376, -2.972], [1.513, 2.407, -0.305], [2.208, 0.820, -0.006], [1.035, -0.378, -2.636], [-0.666, 1.355, 0.941], [-1.811, -0.568, 1.573], [-0.789, -2.125, 2.301], [-0.810, -1.800, 0.517], [1.396, -0.949, 1.436], [0.568, -0.018, 2.521]],
  "atomic_forces_ev_per_a": [[0.8, -0.4, -1.1], [-1.8, -0.4, -0.2], [-0.3, -0.3, 0.3], [-0.5, -0.6, -1.0], [0.8, 0.0, 1.8], [0.7, 0.6, -2.2], [0.4, -0.9, -0.3], [-0.7, 1.3, 0.3], [0.9, 0.1, 0.8], [-0.3, 0.9, -0.1], [1.4, -0.8, -0.1], [-0.5, -0.4, -0.5], [0.3, 0.4, -0.1], [1.6, -2.0, 0.4], [-0.7, 0.9, -0.3], [-0.8, 0.5, 1.6], [-1.3, 0.2, -0.6], [-0.1, 0.8, 1.4]]
}


# 3
{
  "formula": "C7H10N2",
  "method": "the ωB97M-V functional and the def2-TZVPD basis",
  "smiles": "C=C1CN=CN2C[C@]12C",
  "homo_lumo_gap_ev": 9.8086,
  "species": ["C", "C", "C", "C", "C", "C", "C", "H", "H", "H", "H", "H", "H", "H", "H", "H", "H", "N", "N"],
  "coordinates": [[-1.909, 1.172, 0.168], [-0.330, 0.689, -0.288], [0.452, 1.180, -1.435], [0.610, -1.315, -1.193], [0.031, -1.299, 1.127], [0.116, 0.220, 1.006], [0.767, 0.934, 1.899], [-2.553, 1.753, -0.632], [-2.314, -0.016, 0.376], [-1.923, 1.886, 1.206], [0.142, 1.904, -2.210], [1.637, 1.076, -1.615], [1.178, -1.577, -2.041], [-1.053, -1.475, 1.085], [0.345, -1.521, 2.159], [1.252, 0.485, 2.841], [1.021, 2.040, 1.671], [-0.273, -0.157, -1.460], [0.823, -1.850, -0.046]],
  "atomic_forces_ev_per_a": [[0.0, -0.7, 0.3], [-3.9, 2.2, 0.6], [2.7, -0.8, -2.1], [-0.9, 1.8, 2.2], [-0.3, 1.7, -0.7], [2.4, -1.7, 0.5], [1.7, 1.8, 1.1], [1.4, -1.6, 1.4], [0.5, 3.8, -0.4], [0.3, -2.4, -3.0], [-0.6, -0.4, 0.9], [-2.6, 0.2, 1.4], [0.6, -0.7, -0.9], [0.3, -0.8, -0.3], [0.4, -0.7, -0.9], [-1.1, 0.7, -1.5], [-0.6, -1.9, 0.6], [0.9, -0.9, 0.9], [-1.3, 0.2, 0.0]]
}


# 4
{
  "formula": "C7H10N2",
  "method": "the ωB97M-V functional and the def2-TZVPD basis",
  "smiles": "C=C1CCC=C1/C=N/N",
  "homo_lumo_gap_ev": 9.0438,
  "species": ["C", "C", "C", "C", "C", "C", "C", "H", "H", "H", "H", "H", "H", "H", "H", "H", "H", "N", "N"],
  "coordinates": [[1.229, -0.702, 0.339], [-0.204, -0.481, 0.043], [-1.091, -1.441, -0.045], [-2.488, -0.929, -0.227], [-2.225, 0.594, 0.080], [-0.786, 0.863, -0.002], [-0.267, 2.108, 0.089], [3.640, -0.937, 0.418], [3.995, 0.180, -0.760], [1.541, -1.459, 1.067], [-1.012, -2.507, 0.206], [-2.956, -0.977, -1.239], [-3.200, -1.426, 0.525], [-2.741, 1.228, -0.690], [-2.649, 0.865, 1.105], [0.743, 2.476, 0.211], [-0.931, 2.996, -0.009], [3.393, -0.078, -0.076], [2.115, 0.005, -0.281]],
  "atomic_forces_ev_per_a": [[1.4, 0.8, -0.8], [2.9, 0.5, 0.7], [-2.0, -1.8, 0.2], [-0.8, 1.0, 0.9], [-3.4, 0.8, -0.4], [1.0, 1.0, 0.6], [-0.8, 0.3, -0.4], [0.6, 0.2, -0.1], [1.6, 1.0, -2.5], [-0.1, -0.1, 0.0], [0.7, 0.5, -0.5], [0.6, -0.5, 0.6], [0.9, 0.8, -1.1], [0.1, -0.4, 0.9], [0.6, -0.3, -1.3], [0.3, -0.9, -0.2], [0.0, -0.9, 0.3], [-0.3, -2.4, 3.9], [-3.4, 0.6, -0.8]]
}


# 5
{
  "formula": "C7H10N2",
  "method": "the ωB97M-V functional and the def2-TZVPD basis",
  "total_charge": 2,
  "homo_lumo_gap_ev": 9.1865,
  "species": ["C", "C", "C", "C", "C", "C", "C", "N", "N", "H", "H", "H", "H", "H", "H", "H", "H", "H", "H"],
  "coordinates": [[1.666, 1.375, -0.830], [-1.603, -1.240, 1.159], [-0.457, -1.517, 0.155], [-1.493, 0.610, -0.531], [3.164, 0.311, -1.178], [-1.349, 0.256, 0.851], [3.198, 1.435, -0.587], [1.093, 0.406, -0.228], [-0.206, -0.025, -0.040], [1.319, 2.083, -1.557], [-2.607, -1.720, 0.774], [-1.510, -1.614, 2.072], [0.397, -2.020, 0.565], [-0.604, -2.002, -0.719], [-2.016, -0.031, -1.214], [-1.345, 1.653, -0.869], [3.089, -0.754, -1.465], [-1.379, 1.069, 1.601], [3.673, 2.243, -0.187]],
  "atomic_forces_ev_per_a": [[-1.3, -0.9, 0.1], [-2.2, 0.6, -6.0], [1.0, 0.7, 2.8], [0.5, 0.5, -1.6], [0.8, 0.7, 1.0], [-2.2, 0.9, 3.7], [-1.1, -3.9, -2.1], [0.5, -0.5, 2.0], [1.0, -0.3, -2.7], [-0.6, 0.6, -0.1], [1.7, 1.5, 0.6], [1.0, -1.0, 4.1], [0.7, 0.3, 0.7], [-1.1, -1.1, -3.0], [-0.4, -0.1, -0.3], [-0.2, -0.6, 0.5], [0.1, 1.0, -0.1], [0.5, -0.6, -0.4], [1.5, 2.1, 0.9]]
}


# 6
{
  "formula": "C7H10N2O",
  "method": "the ωB97M-V functional and the def2-TZVPD basis",
  "smiles": "[H]/N=C(/O)C1=CCC[C@@]12CN2",
  "homo_lumo_gap_ev": 9.6393,
  "species": ["N", "C", "C", "C", "C", "C", "C", "C", "N", "H", "H", "H", "H", "H", "H", "H", "H", "O", "H", "H"],
  "coordinates": [[-1.416, 0.810, 2.282], [-0.727, 1.333, 1.340], [-0.094, 0.677, 0.174], [0.323, 1.359, -0.908], [0.955, 0.482, -1.946], [1.084, -0.878, -1.239], [0.162, -0.795, -0.021], [0.200, -1.834, 1.032], [-0.918, -1.782, 0.088], [0.149, 2.424, -1.061], [0.307, 0.440, -2.837], [1.921, 0.883, -2.285], [0.816, -1.731, -1.875], [2.117, -1.025, -0.896], [0.882, -2.677, 0.897], [0.033, -1.564, 2.076], [-1.753, -1.383, 0.512], [-0.868, 2.656, 1.170], [-1.319, -0.198, 2.337], [-1.852, 2.807, 1.159]],
  "atomic_forces_ev_per_a": [[0.9, 0.0, -0.2], [-1.9, -1.5, -0.1], [1.0, 0.0, 0.0], [-0.4, 0.0, 0.3], [-0.1, 0.0, -0.3], [0.1, -0.3, 0.0], [0.2, 0.2, 0.1], [0.2, 0.0, 0.3], [-0.2, -0.1, -0.2], [0.2, -0.3, 0.2], [0.2, 0.0, 0.2], [-0.2, -0.1, 0.1], [0.0, 0.2, 0.2], [-0.2, 0.0, -0.1], [-0.2, 0.2, 0.0], [0.1, -0.1, -0.3], [0.2, 0.0, 0.0], [-1.2, 1.4, -0.6], [0.0, 0.0, -0.2], [1.4, 0.1, 0.5]]
}


# 7
{
  "formula": "C7H10N2O2S",
  "method": "the ωB97M-V functional and the def2-TZVPD basis",
  "smiles": "O=c1[nH]c(N2CCOCC2)cs1",
  "homo_lumo_gap_ev": 8.4578,
  "species": ["C", "C", "C", "C", "C", "C", "C", "H", "H", "H", "H", "H", "H", "H", "H", "H", "H", "N", "N", "O", "O", "S"],
  "coordinates": [[3.483, 0.712, -0.201], [1.283, -0.453, -0.295], [2.052, -1.548, 0.222], [-0.469, 1.216, 0.325], [-1.778, 0.795, 1.077], [-2.504, -0.542, -0.764], [-1.105, -1.078, -0.517], [1.849, 1.562, -0.761], [1.773, -2.462, 0.965], [0.271, 1.465, 1.158], [-0.549, 2.112, -0.427], [-1.548, -0.047, 1.903], [-2.139, 1.823, 1.557], [-3.075, -1.466, -0.819], [-2.623, 0.050, -1.750], [-0.931, -1.715, 0.343], [-1.029, -1.819, -1.482], [2.145, 0.661, -0.498], [-0.106, -0.072, -0.552], [4.264, 1.547, -0.419], [-2.927, 0.236, 0.422], [3.664, -0.977, 0.514]],
  "atomic_forces_ev_per_a": [[-3.0, -5.2, 1.1], [1.0, -0.4, 1.0], [-2.7, 1.1, 1.2], [-0.8, -1.4, -1.4], [-0.6, 1.0, 2.6], [0.1, 0.7, 1.1], [0.3, -2.2, -3.3], [-1.2, 0.8, -0.8], [0.2, 2.3, -2.5], [-0.7, -0.6, -1.3], [-0.1, -1.6, 1.6], [0.1, 2.4, -1.5], [0.5, -2.4, -0.5], [-0.7, 0.4, 0.0], [0.4, -0.8, 1.7], [-0.9, -0.3, 0.4], [0.5, 1.6, 2.1], [-0.3, 0.0, -0.3], [3.1, 2.0, 1.3], [2.1, 2.4, -0.3], [1.1, 0.2, -2.1], [1.7, 0.0, 0.0]]
}


# 8
{
  "formula": "C7H10N2O2S2",
  "method": "the ωB97M-V functional and the def2-TZVPD basis",
  "smiles": "O=C(CSCCO)Nc1nccs1",
  "homo_lumo_gap_ev": 9.0639,
  "species": ["C", "C", "C", "C", "C", "C", "C", "H", "H", "H", "H", "H", "H", "H", "H", "H", "H", "N", "N", "O", "O", "S", "S"],
  "coordinates": [[-0.561, -2.864, 1.783], [-1.308, -1.897, 0.891], [0.180, 0.383, 1.875], [1.025, 0.723, 0.671], [0.470, 1.510, -1.602], [0.124, 2.195, -3.751], [1.430, 2.570, -3.583], [-1.241, -2.419, 3.571], [0.538, -2.547, 2.005], [-0.457, -3.677, 1.064], [-2.143, -2.481, 0.730], [-0.788, -1.618, -0.008], [0.854, -0.148, 2.787], [-0.073, 1.449, 2.269], [-0.893, 0.955, -0.229], [-0.520, 2.589, -4.599], [2.073, 3.141, -4.356], [0.070, 1.228, -0.351], [-0.335, 1.712, -2.540], [-1.277, -3.177, 2.992], [2.269, 0.718, 0.642], [-1.538, -0.372, 1.836], [2.101, 2.027, -2.097]],
  "atomic_forces_ev_per_a": [[2.5, 0.3, 0.2], [2.3, 1.3, 2.0], [0.9, -0.1, 4.1], [0.0, 0.4, -1.3], [2.4, 1.6, -1.8], [1.0, 1.8, 1.1], [1.0, 0.6, -2.5], [0.1, 0.5, 0.1], [-1.8, -0.3, -0.2], [0.0, -1.1, 1.0], [-2.6, -0.1, -0.7], [0.2, -0.4, -0.6], [-1.7, 1.5, -2.8], [0.4, -1.8, -0.3], [-0.2, 0.0, 0.1], [0.7, -1.1, 1.4], [-1.0, -1.3, 1.5], [3.2, -1.8, 2.9], [-3.8, -0.7, -2.0], [0.5, -0.7, -1.7], [-3.9, 0.2, -0.5], [0.3, 1.1, -0.5], [-0.2, 0.1, 0.6]]
}


# 9
{
  "formula": "C7H10N2O3",
  "method": "the ωB97M-V functional and the def2-TZVPD basis",
  "multiplicity": 3,
  "homo_lumo_gap_ev": [5.6103, 7.6282],
  "species": ["C", "C", "C", "C", "C", "C", "C", "N", "N", "O", "O", "O", "H", "H", "H", "H", "H", "H", "H", "H", "H", "H"],
  "coordinates": [[-2.733, -0.474, 0.446], [-2.339, 0.802, 0.158], [-1.561, -1.171, -0.001], [1.929, -1.608, -0.404], [1.785, 0.359, 1.080], [2.557, 0.484, -1.428], [2.137, -0.339, -0.261], [-0.622, -0.420, -0.440], [-2.966, 1.945, 0.482], [-1.487, -2.593, -0.086], [1.647, -2.721, -0.647], [-1.048, 0.872, -0.348], [-3.613, -0.893, 0.944], [1.549, -0.521, 1.643], [0.886, 1.061, 1.106], [2.674, 0.790, 1.474], [1.619, 1.024, -1.725], [3.049, 0.074, -2.274], [3.220, 1.265, -0.858], [-0.556, -2.747, -0.365], [-3.677, 1.954, 1.197], [-2.449, 2.856, 0.306]],
  "atomic_forces_ev_per_a": [[1.2, -0.3, -0.6], [0.4, -0.3, 1.2], [-1.3, -3.2, 0.0], [-0.5, -2.0, 0.8], [-1.0, -0.4, -1.1], [-0.1, 3.5, 2.7], [0.4, 3.9, -0.2], [1.2, -1.1, -0.9], [1.0, 3.1, -0.8], [0.9, 3.0, 0.2], [-0.6, -3.2, -0.9], [-2.7, 0.6, 0.9], [0.5, 0.5, -0.5], [-0.3, 0.0, 1.0], [1.4, -0.8, -0.4], [0.7, 0.8, 0.5], [0.8, -0.2, -0.1], [0.3, -0.8, -0.4], [-0.8, -0.8, -1.7], [-0.4, -0.3, 0.1], [0.3, -0.1, -0.2], [-1.1, -1.9, 0.5]]
}


# 10
{
  "formula": "C7H10N3",
  "method": "the ωB97M-V functional and the def2-TZVPD basis",
  "total_charge": 1,
  "homo_lumo_gap_ev": 8.6015,
  "species": ["C", "C", "C", "C", "C", "C", "C", "N", "N", "N", "H", "H", "H", "H", "H", "H", "H", "H", "H", "H"],
  "coordinates": [[-0.871, -1.471, -0.180], [-0.390, 1.319, 0.217], [1.962, -0.652, -0.886], [-2.539, 0.095, 0.118], [0.062, -0.904, 0.745], [1.477, -0.842, 0.522], [1.879, 0.530, 0.099], [-2.083, -1.056, -0.412], [0.876, 1.531, 0.031], [-1.575, 1.286, -0.041], [-0.565, -2.140, -0.959], [2.974, -0.807, -1.230], [1.246, -0.472, -1.580], [-3.478, 0.367, -0.595], [-2.924, 0.048, 1.185], [-0.026, -0.937, 1.868], [2.114, -1.396, 1.184], [2.792, 0.910, 0.427], [1.290, 2.520, -0.053], [-2.220, 2.070, -0.463]],
  "atomic_forces_ev_per_a": [[-1.7, 0.8, -0.7], [4.4, -5.3, 0.6], [1.5, 1.8, 2.0], [-4.2, 1.2, 0.4], [-0.6, 1.7, 1.7], [0.8, -0.4, -1.4], [0.7, -1.1, -0.3], [2.3, -1.8, -0.3], [0.2, 3.8, 0.1], [-5.7, 3.2, -1.5], [0.7, -0.9, 0.1], [-0.1, -0.6, 0.1], [-2.0, -0.3, -2.4], [2.0, 0.0, 1.9], [0.7, 0.2, -1.1], [-1.2, 0.2, -1.2], [0.2, 0.1, 0.5], [1.3, 0.6, 0.6], [-1.0, -1.8, 0.0], [2.0, -1.4, 0.8]]
}


# 11
{
  "formula": "C7H10N4O2",
  "method": "the ωB97M-V functional and the def2-TZVPD basis",
  "homo_lumo_gap_ev": [6.6470, 7.4850],
  "species": ["C", "C", "C", "C", "C", "C", "C", "N", "N", "N", "N", "O", "O", "H", "H", "H", "H", "H", "H", "H", "H", "H", "H"],
  "coordinates": [[-1.809, -1.193, -0.832], [1.763, -2.082, 0.965], [0.499, -1.619, 0.996], [1.288, 1.173, -0.491], [0.917, 0.736, 1.056], [-0.886, 1.065, -1.453], [-1.699, 0.138, -0.524], [-1.978, -2.260, -1.236], [0.524, 0.576, -1.573], [0.101, -0.371, 1.183], [-2.362, 0.745, 0.556], [-2.159, 1.930, 0.867], [-3.200, 0.051, 1.135], [2.142, -2.985, 0.679], [2.634, -1.515, 1.466], [-0.122, -2.459, 0.665], [1.350, 2.205, -0.437], [2.234, 0.916, -0.758], [1.773, 0.355, 1.628], [0.387, 1.661, 1.500], [-1.125, 1.190, -2.552], [-0.989, 2.131, -1.164], [0.716, -0.391, -1.674]],
  "atomic_forces_ev_per_a": [[-1.2, -0.8, -0.3], [3.2, 3.5, 2.4], [0.7, -0.7, -1.5], [-1.2, -2.9, 1.3], [0.4, 1.5, -0.1], [0.3, -0.9, -2.0], [2.0, 2.8, -1.4], [0.3, -0.3, 0.1], [-0.9, 3.9, 1.9], [-3.4, -1.1, -0.4], [-2.0, 0.4, 1.8], [0.4, -1.2, -0.8], [0.6, 0.1, -0.4], [0.0, -2.7, -0.8], [-1.5, -0.4, -0.9], [-1.2, 0.8, 0.5], [-0.8, 2.2, -0.5], [3.2, -1.1, 0.1], [0.8, 1.4, -0.2], [1.0, -1.6, -0.3], [-1.2, -1.0, 1.1], [0.7, -0.9, 0.6], [-0.4, -0.9, 0.0]]
}


# 12
{
  "formula": "C7H10N4Si",
  "method": "the ωB97M-V functional and the def2-TZVPD basis",
  "homo_lumo_gap_ev": [7.0479, 7.0495],
  "species": ["C", "C", "C", "C", "C", "C", "C", "N", "N", "N", "N", "Si", "H", "H", "H", "H", "H", "H", "H", "H", "H", "H"],
  "coordinates": [[3.768, 0.464, -0.378], [-1.897, 1.973, 0.518], [3.759, -0.691, 0.385], [-2.778, 0.997, 0.218], [2.400, 0.689, -0.636], [-0.590, 1.394, 0.511], [0.324, -0.641, -0.261], [2.502, -1.228, 0.412], [-2.083, -0.207, 0.049], [1.723, -0.365, -0.188], [-0.735, 0.099, 0.201], [-2.919, -1.703, -0.161], [4.606, 1.037, -0.648], [-2.149, 3.044, 0.656], [4.572, -1.139, 0.737], [-3.902, 0.948, 0.198], [1.912, 1.573, -1.030], [0.487, 1.778, 0.346], [0.155, -1.713, -0.153], [-4.135, -1.193, -0.608], [-2.364, -2.634, -1.241], [-2.657, -2.481, 1.073]],
  "atomic_forces_ev_per_a": [[-2.3, 0.2, 0.6], [0.3, 1.6, -0.1], [-4.3, 0.7, -2.5], [-1.4, -0.4, 0.2], [1.6, 1.3, -0.8], [0.8, 1.0, -0.5], [-0.9, -3.1, -0.7], [2.1, -0.8, 1.6], [1.6, 1.1, 0.1], [-1.7, 1.1, 0.7], [1.3, 0.9, -0.5], [2.4, -2.4, -0.4], [0.6, 0.8, -0.2], [0.3, -1.1, 0.0], [2.9, -2.2, 1.6], [1.6, 0.3, 0.0], [0.1, -0.4, -0.4], [-2.5, -0.2, 0.9], [0.1, 0.3, -0.2], [-1.8, 0.3, -0.1], [-0.2, 0.8, 0.5], [-0.7, 0.1, 0.1]]
}


The records above give, respectively, ΔE to the lowest compared entry with this formula, charge and spin values of 293.79, 463.59, 478.67, 307.29, 521.23, 227.42, 376.42, 115.60, 130.59, 549.98, 926.73, 217.87 kJ/mol.
The records above give, respectively, molar mass values of 267.066, 108.164, 122.171, 122.171, 122.171, 138.170, 186.236, 218.303, 170.168, 136.178, 182.183, 178.271 u.
The records above give, respectively, total energy values of -21102.620, -8898.788, -10396.650, -10398.426, -10375.165, -12447.091, -25328.238, -36164.907, -16537.522, -11879.314, -17467.613, -21254.154 eV.